ORCA calculation (wB97M-V/def2-TZVPD) on a 20-piece molecular cluster, C22H82ClF4O21PS overall at a distorted geometry.

Calculated values
Gap between HOMO and LUMO, eV: 10.220
DFT total energy, eV: -110646.190
Spin multiplicity: 1

Positions of all 132 atoms, in Å:
O (-2.561, 4.426, 3.876)
S (-2.379, 4.075, 2.418)
O (-2.581, 2.604, 2.131)
P (-3.465, 5.389, 1.067)
Cl (-4.372, 6.770, -0.330)
C (-5.116, 5.138, 1.948)
C (-5.608, 3.628, 2.046)
F (-5.452, 2.887, 0.833)
C (-0.533, 4.374, 2.064)
F (0.100, 4.842, 3.209)
F (0.040, 3.173, 1.600)
F (-0.380, 5.312, 1.007)
H (-2.980, 4.661, -0.059)
H (-2.645, 6.485, 1.519)
H (-5.154, 5.619, 2.981)
H (-5.898, 5.695, 1.324)
H (-6.704, 3.620, 2.357)
H (-5.035, 3.123, 2.903)
C (-9.427, 5.424, 1.543)
O (-8.478, 4.669, 2.285)
H (-8.967, 5.746, 0.609)
H (-10.300, 4.805, 1.322)
H (-9.730, 6.303, 2.118)
H (-8.911, 4.396, 3.108)
C (-10.389, 1.797, 4.913)
O (-9.582, 2.952, 5.111)
H (-10.529, 1.646, 3.843)
H (-9.892, 0.923, 5.340)
H (-11.362, 1.944, 5.387)
H (-9.473, 3.064, 6.062)
C (2.139, 0.798, 0.616)
O (2.917, 0.222, -0.424)
H (1.137, 0.997, 0.238)
H (2.078, 0.103, 1.457)
H (2.597, 1.737, 0.939)
H (3.798, 0.057, -0.063)
C (5.137, 0.601, 3.067)
O (5.913, 0.024, 2.024)
H (4.133, 0.799, 2.690)
H (5.076, -0.095, 3.908)
H (5.594, 1.537, 3.389)
H (6.794, -0.141, 2.383)
C (9.139, -2.451, 1.581)
O (9.387, -1.748, 2.794)
H (8.075, -2.393, 1.351)
H (9.710, -1.994, 0.768)
H (9.426, -3.498, 1.697)
H (10.332, -1.815, 2.974)
C (6.632, -5.436, 0.730)
O (7.895, -5.026, 0.224)
H (6.205, -4.622, 1.315)
H (5.963, -5.674, -0.101)
H (6.759, -6.314, 1.369)
H (8.250, -5.763, -0.290)
C (10.318, -7.110, 2.426)
O (8.937, -7.054, 2.758)
H (10.821, -7.780, 3.122)
H (10.436, -7.491, 1.407)
H (10.756, -6.113, 2.503)
H (8.517, -6.455, 2.127)
C (13.884, -4.970, 2.106)
O (13.253, -6.184, 1.717)
H (13.142, -4.324, 2.576)
H (14.684, -5.180, 2.821)
H (14.294, -4.468, 1.226)
H (13.929, -6.737, 1.305)
C (-6.296, 4.519, -3.319)
O (-5.958, 5.898, -3.248)
H (-6.369, 4.122, -2.305)
H (-7.257, 4.401, -3.824)
H (-5.519, 3.978, -3.864)
H (-5.900, 6.224, -4.154)
C (-1.106, 6.399, 6.235)
O (-2.349, 6.938, 5.815)
H (-0.814, 6.870, 7.173)
H (-1.206, 5.321, 6.387)
H (-0.344, 6.601, 5.477)
H (-2.580, 6.501, 4.983)
C (8.794, 2.885, 3.367)
O (7.413, 2.942, 3.695)
H (9.292, 2.213, 4.066)
H (8.918, 2.505, 2.350)
H (9.235, 3.882, 3.449)
H (6.996, 3.541, 3.064)
C (-7.211, 1.898, -6.332)
O (-6.873, 3.279, -6.267)
H (-7.283, 1.504, -5.318)
H (-8.172, 1.776, -6.835)
H (-6.434, 1.354, -6.876)
H (-6.816, 3.601, -7.173)
C (13.498, -9.103, 4.441)
O (13.823, -7.722, 4.510)
H (13.437, -9.500, 5.454)
H (12.533, -9.232, 3.944)
H (14.276, -9.638, 3.889)
H (13.870, -7.394, 3.602)
C (9.705, -6.086, -3.449)
O (8.325, -6.031, -3.118)
H (10.208, -6.757, -2.752)
H (9.824, -6.465, -4.466)
H (10.143, -5.088, -3.369)
H (7.907, -5.432, -3.748)
C (-10.180, -1.136, -6.148)
O (-8.912, -0.744, -6.650)
H (-10.600, -0.312, -5.572)
H (-10.850, -1.373, -6.979)
H (-10.068, -2.009, -5.500)
H (-8.562, -1.490, -7.156)
C (-12.954, 1.254, 1.793)
O (-13.032, 2.225, 2.825)
H (-12.311, 0.437, 2.124)
H (-13.952, 0.864, 1.579)
H (-12.529, 1.707, 0.895)
H (-13.605, 2.933, 2.506)
C (-14.029, 2.548, -1.458)
O (-14.107, 3.520, -0.424)
H (-13.387, 1.733, -1.127)
H (-15.027, 2.158, -1.672)
H (-13.604, 3.002, -2.357)
H (-14.680, 4.227, -0.743)
C (-6.562, -1.809, -9.766)
O (-7.945, -1.736, -9.444)
H (-6.072, -2.480, -9.061)
H (-6.438, -2.199, -10.780)
H (-6.112, -0.816, -9.692)
H (-8.354, -1.139, -10.081)
C (9.090, -5.583, -7.468)
O (9.004, -4.601, -6.444)
H (9.741, -6.388, -7.128)
H (8.096, -5.986, -7.678)
H (9.510, -5.137, -8.373)
H (8.425, -3.901, -6.768)

***

ORCA calculation (wB97M-V/def2-TZVPD) on an isolated ion of composition C2H4O3P and charge -1 at a distorted geometry.

Calculated values
Gap between HOMO and LUMO, eV: 8.053
Net charge: -1
DFT total energy, eV: -17569.554
Energy relative to the best compared isomer or geometry (same formula, charge and spin), kJ/mol: 355.05
SMILES string: CC(=O)[P@@H](=O)[O-]
Spin multiplicity: 1

Positions of all 10 atoms, in Å:
C (0.374, -0.462, -0.601)
C (1.203, 0.420, 0.359)
O (-1.591, -0.131, 1.540)
O (0.730, -1.066, -1.567)
O (-1.494, 1.151, -1.294)
P (-1.322, -0.288, 0.095)
H (0.523, 1.254, 0.549)
H (2.220, 0.780, 0.089)
H (1.247, -0.219, 1.151)
H (-1.889, -1.439, -0.322)